# 1
{
  "formula": "C31H49NO3P2RhS",
  "method": "wB97M-V/def2-TZVPD",
  "total_charge": 1,
  "relative_energy_ev": 1.910,
  "e_homo_ev": [-7.813, -10.887],
  "spin_multiplicity": 5,
  "homo_lumo_gap_ev": [3.815, 5.639],
  "largest_force_ev_per_a": 4.0,
  "species": ["Rh", "C", "C", "C", "C", "C", "C", "H", "H", "H", "C", "H", "H", "H", "C", "H", "H", "H", "C", "H", "H", "H", "C", "H", "H", "H", "C", "C", "C", "C", "C", "C", "C", "C", "H", "H", "H", "H", "H", "H", "H", "H", "H", "H", "H", "H", "P", "C", "H", "H", "H", "C", "H", "H", "H", "C", "H", "H", "H", "P", "C", "H", "H", "H", "C", "H", "H", "H", "C", "H", "H", "H", "O", "C", "N", "S", "O", "O", "C", "C", "C", "C", "C", "C", "H", "H", "H", "H"],
  "positions_angstrom": [[-0.36, 0.29, 0.01], [-2.09, 1.86, 0.03], [-2.61, 0.95, -0.97], [-2.33, -0.28, 0.98], [-2.03, 1.13, 1.27], [-2.70, -0.37, -0.40], [-2.11, 3.34, -0.10], [-1.78, 3.65, -1.09], [-1.51, 3.83, 0.65], [-3.14, 3.69, 0.02], [-2.04, 1.70, 2.65], [-1.84, 2.78, 2.61], [-1.28, 1.21, 3.27], [-3.03, 1.56, 3.12], [-2.60, -1.32, 1.97], [-3.68, -1.41, 2.21], [-2.06, -1.12, 2.90], [-2.25, -2.29, 1.60], [-3.47, -1.53, -0.92], [-4.53, -1.33, -0.71], [-3.22, -2.45, -0.39], [-3.36, -1.68, -1.99], [-3.29, 1.43, -2.17], [-4.24, 1.88, -1.81], [-3.51, 0.64, -2.89], [-2.73, 2.23, -2.68], [1.18, 0.74, -3.48], [0.16, 1.61, -3.63], [-0.43, 1.88, -4.98], [-1.32, 0.73, -5.56], [-1.42, -0.53, -4.77], [-0.39, -1.38, -4.67], [0.94, -1.08, -5.31], [1.80, 0.04, -4.66], [0.35, 2.13, -5.72], [-0.89, 0.48, -6.55], [-1.06, 2.80, -4.91], [2.09, 0.77, -5.45], [1.54, 0.43, -2.49], [-0.33, 2.08, -2.78], [2.76, -0.41, -4.33], [1.54, -2.01, -5.34], [-0.46, -2.34, -4.13], [0.77, -0.79, -6.37], [-2.33, 1.13, -5.75], [-2.39, -0.73, -4.28], [1.30, 2.03, 0.51], [0.95, 2.97, 2.08], [1.86, 3.53, 2.32], [0.71, 2.31, 2.93], [0.07, 3.61, 1.97], [3.06, 1.52, 0.69], [3.60, 2.37, 1.14], [3.48, 1.25, -0.28], [3.15, 0.65, 1.35], [1.55, 3.57, -0.50], [2.02, 3.32, -1.45], [2.20, 4.23, 0.10], [0.59, 4.07, -0.67], [0.57, -2.00, -0.31], [-0.62, -3.35, -0.75], [-0.01, -4.19, -1.13], [-1.37, -3.05, -1.49], [-1.12, -3.68, 0.17], [2.23, -2.32, -1.06], [2.16, -2.46, -2.14], [2.63, -3.22, -0.57], [2.89, -1.48, -0.82], [1.03, -2.96, 1.23], [1.24, -3.99, 0.93], [0.14, -2.95, 1.89], [1.89, -2.45, 1.69], [-0.81, -2.22, 3.49], [0.20, -1.51, 3.55], [0.71, -0.55, 2.71], [1.85, 0.49, 3.74], [2.98, 1.28, 3.31], [0.84, 1.25, 4.50], [2.38, -0.91, 4.47], [3.35, -0.95, 5.45], [3.23, -1.90, 6.48], [2.11, -2.76, 6.56], [1.09, -2.69, 5.62], [1.23, -1.77, 4.61], [4.18, -0.25, 5.41], [4.01, -1.99, 7.26], [2.00, -3.51, 7.36], [0.17, -3.29, 5.61]]
}


# 2
{
  "formula": "C31H49NO3P2STi",
  "method": "wB97M-V/def2-TZVPD",
  "total_charge": 2,
  "e_homo_ev": [-13.127, -13.127],
  "spin_multiplicity": 1,
  "homo_lumo_gap_ev": [3.914, 3.914],
  "largest_force_ev_per_a": 8.3,
  "species": ["Ti", "C", "C", "C", "C", "C", "C", "H", "H", "H", "C", "H", "H", "H", "C", "H", "H", "H", "C", "H", "H", "H", "C", "H", "H", "H", "C", "C", "C", "C", "C", "C", "C", "C", "H", "H", "H", "H", "H", "H", "H", "H", "H", "H", "H", "H", "P", "C", "H", "H", "H", "C", "H", "H", "H", "C", "H", "H", "H", "P", "C", "H", "H", "H", "C", "H", "H", "H", "C", "H", "H", "H", "O", "C", "N", "S", "O", "O", "C", "C", "C", "C", "C", "C", "H", "H", "H", "H"],
  "positions_angstrom": [[0.25, -0.35, 0.04], [0.94, -1.87, -1.28], [2.06, -1.35, -0.51], [0.50, -2.22, 1.01], [-0.03, -2.40, -0.33], [1.79, -1.55, 0.89], [0.90, -2.00, -2.76], [1.39, -1.16, -3.26], [-0.13, -2.06, -3.13], [1.41, -2.91, -3.10], [-1.28, -3.14, -0.63], [-1.47, -3.18, -1.70], [-2.12, -2.65, -0.12], [-1.23, -4.17, -0.24], [-0.01, -2.85, 2.25], [0.47, -3.83, 2.43], [-1.09, -2.98, 2.21], [0.20, -2.21, 3.12], [2.76, -1.34, 1.99], [3.41, -2.22, 2.13], [2.25, -1.17, 2.94], [3.41, -0.48, 1.79], [3.37, -0.94, -1.05], [3.98, -1.79, -1.37], [3.95, -0.40, -0.30], [3.26, -0.28, -1.91], [1.55, 3.05, -1.22], [2.28, 2.16, -1.93], [3.71, 2.39, -2.28], [4.78, 2.31, -1.15], [4.33, 2.08, 0.27], [3.61, 2.98, 0.94], [3.23, 4.31, 0.35], [2.12, 4.35, -0.74], [3.84, 3.38, -2.76], [5.36, 3.24, -1.20], [3.99, 1.65, -3.05], [2.54, 4.93, -1.59], [0.49, 2.89, -1.03], [1.81, 1.28, -2.37], [1.29, 4.96, -0.35], [2.89, 4.95, 1.18], [3.39, 2.85, 2.01], [4.12, 4.79, -0.08], [5.48, 1.50, -1.41], [4.77, 1.20, 0.77], [-1.41, 0.57, -1.96], [-2.48, -0.69, -2.76], [-3.35, -0.19, -3.20], [-2.85, -1.43, -2.04], [-1.93, -1.20, -3.55], [-2.48, 2.01, -1.60], [-3.33, 2.01, -2.30], [-1.90, 2.93, -1.72], [-2.88, 1.94, -0.59], [-0.71, 1.22, -3.54], [-0.19, 2.17, -3.37], [-1.54, 1.37, -4.25], [-0.01, 0.50, -3.98], [-0.41, 1.35, 2.19], [0.99, 1.25, 3.37], [0.97, 2.10, 4.07], [1.94, 1.26, 2.82], [0.93, 0.31, 3.95], [-0.45, 3.16, 1.91], [0.57, 3.55, 1.78], [-0.91, 3.68, 2.76], [-1.03, 3.38, 1.01], [-1.84, 1.20, 3.36], [-1.76, 1.94, 4.17], [-1.89, 0.17, 3.75], [-2.77, 1.38, 2.80], [-2.74, -1.78, 3.05], [-3.66, -1.61, 2.22], [-3.45, -1.35, 0.90], [-4.79, -0.88, 0.11], [-5.19, -1.82, -0.92], [-4.75, 0.52, -0.24], [-5.83, -1.04, 1.54], [-7.16, -0.65, 1.68], [-7.78, -0.97, 2.89], [-7.07, -1.59, 3.94], [-5.69, -1.79, 3.83], [-5.10, -1.57, 2.58], [-7.66, -0.14, 0.86], [-8.84, -0.75, 3.01], [-7.59, -1.90, 4.84], [-5.05, -2.09, 4.67]]
}